Computed, not measured: an isolated molecule of C5H6O, with ωB97M-V/def2-TZVPD.

Geometry (Å):
O 1.3440 0.3231 1.6242
C -1.3100 -0.1074 -0.7933
C -1.3534 -0.4102 -1.9576
C -0.9687 0.2058 0.5978
C 0.4282 -0.3579 0.7935
C 1.5643 0.3371 0.2110
H -1.3699 -0.6748 -2.9902
H 2.4184 -0.2329 -0.1500
H -0.9602 1.2880 0.7708
H -1.6811 -0.2285 1.3082
H 0.4654 -1.4457 0.8530
H 1.4053 1.3017 -0.2719

Atoms 1-6, force components in eV/Å:
O 0.02 0.10 0.18
C -0.01 -0.09 -0.51
C -0.05 0.12 0.43
C 0.03 0.03 0.07
C -0.18 -0.21 -0.14
C 0.20 0.08 -0.20

Values from the calculation:
ΔE to the lowest compared entry with this formula, charge and spin in kJ/mol: 272.9
Total charge: 0